DFT (wB97M-V/def2-TZVPD) results for C4H8NO2 as an isolated structure in a non-equilibrium geometry.

Computed properties:
E_LUMO: 0.139 Eh
total charge: -1
2S+1: 1
frontier orbital gap: 0.20633 hartree
E_HOMO: -0.06742 hartree

Geometry as XYZ:
```
15
Properties=species:S:1:pos:R:3:nbo_charge:R:1
O -2.3019 -0.8797 0.1024 -0.60
O -2.0541 1.4181 -0.4691 -0.69
N 2.1006 0.8200 0.3650 -1.08
C -1.7258 0.2181 0.2360 0.73
C -0.4233 0.3999 1.0111 -0.55
C 0.7507 -1.0927 -0.7944 -0.65
C 0.7950 0.2743 0.0281 -0.02
H -0.4887 -0.3346 1.8026 0.20
H 1.0081 -1.9743 -0.2112 0.18
H -0.2206 -1.2182 -1.2416 0.17
H -0.3985 1.4054 1.4623 0.23
H 0.4710 0.9837 -0.7733 0.12
H 2.4832 0.2981 1.1179 0.27
H 1.5188 -1.0962 -1.5602 0.20
H -1.5145 0.7780 -1.0756 0.49
```

DFT (wB97M-V/def2-TZVPD) results for C19H25N5PdSTe as an isolated structure in a non-equilibrium geometry.

Computed properties:
E_LUMO (spin up / spin down): -0.030 / -0.030 Eh
2S+1: 1
frontier orbital gap (spin up / spin down): 0.19912 / 0.19912 hartree
E_HOMO (spin up / spin down): -0.22932 / -0.22935 hartree

Geometry as XYZ:
```
52
Properties=species:S:1:pos:R:3:nbo_charge:R:1
Te -1.1358 -1.2415 -1.1485 -0.35
Pd 0.1124 0.7927 0.0532 0.64
S 0.2818 0.7112 -2.2279 -0.06
N 1.8686 -0.3219 -0.0210 -0.24
N -4.3654 0.0893 1.1472 -0.44
N 2.3630 -0.3434 -3.4539 -0.57
N 0.6724 0.6059 2.1258 -0.45
N 2.4682 -0.6356 -1.1966 -0.45
C 3.6770 -0.9277 -3.6751 -0.22
C -3.4684 2.8699 1.2462 -0.15
C 0.4176 0.7816 4.4858 -0.25
C 3.5733 -1.6252 1.1520 -0.68
C -2.5952 1.8101 0.9836 -0.12
C 1.8423 -0.1701 -2.2372 0.34
C -2.9964 0.4426 1.5032 -0.27
C 1.6991 -0.2598 2.2941 0.17
C 0.0610 1.1136 3.1900 0.08
C 2.1104 -0.6292 3.5696 -0.23
C -4.7369 -1.1636 1.7737 -0.40
C -4.5628 0.0171 -0.2917 -0.42
C -2.0816 4.3809 0.0204 -0.22
C -1.4272 2.0463 0.2504 -0.12
C -1.2043 3.3412 -0.2406 -0.28
C 2.3712 -0.7387 1.0851 0.23
C 1.4587 -0.1095 4.6742 -0.15
C -3.2203 4.1463 0.7791 -0.25
C 3.6486 -2.4477 -3.6098 -0.62
H 1.8821 0.0994 -4.2167 0.41
H -4.3721 2.6559 1.8046 0.21
H -0.1094 1.2240 5.3187 0.23
H -5.6164 -0.1802 -0.4958 0.19
H 4.3593 -0.5285 -2.9231 0.21
H 2.9356 -1.3135 3.6964 0.23
H -4.2938 0.9653 -0.7551 0.21
H -4.6355 -1.0827 2.8576 0.19
H -3.9549 -0.7711 -0.7608 0.18
H -4.1121 -2.0067 1.4315 0.16
H 2.9346 -2.8507 -4.3278 0.21
H 1.7710 -0.3916 5.6709 0.23
H -3.9145 4.9494 0.9921 0.21
H 4.4578 -1.0582 1.4516 0.23
H -2.9665 0.4507 2.5991 0.19
H 3.4234 -2.4273 1.8743 0.23
H 3.3577 -2.7785 -2.6140 0.23
H -1.8751 5.3706 -0.3687 0.21
H -5.7770 -1.3975 1.5440 0.20
H 3.7560 -2.0575 0.1732 0.26
H 4.0181 -0.5911 -4.6540 0.20
H -0.3191 3.5433 -0.8307 0.21
H -2.2761 -0.3166 1.1585 0.20
H -0.7254 1.8246 2.9831 0.23
H 4.6355 -2.8510 -3.8395 0.21
```

DFT (wB97M-V/def2-TZVPD) results for the molecule C20H28N2O6.

Computed properties:
E_LUMO: 0.012 Eh
2S+1: 1
frontier orbital gap: 0.31691 hartree
E_HOMO: -0.30469 hartree
SMILES string: CCOC(=O)CN1CCN(C(=O)/C=C/c2cc(OC)c(OC)c(OC)c2)CC1

Geometry as XYZ:
```
56
Properties=species:S:1:pos:R:3:nbo_charge:R:1
O -6.4845 -0.4346 0.6473 -0.54
O 1.0940 0.9531 -2.7681 -0.64
O -4.6589 1.5251 1.8676 -0.49
O 6.2799 -1.1548 0.0202 -0.51
O -5.4044 -2.0116 -1.4314 -0.52
O 4.5429 -1.3316 1.4325 -0.61
N 4.3791 1.5359 0.3415 -0.43
N 1.9588 2.0739 -1.0145 -0.43
C 5.4896 0.8502 0.9753 -0.31
C -1.2312 0.3772 -1.2876 -0.10
C 5.3764 -0.6673 0.8718 0.78
C -3.3721 -0.8147 -1.2940 -0.24
C -3.0582 0.9036 0.3319 -0.23
C -7.4685 -0.1107 -0.3197 -0.26
C -5.1774 -0.2459 0.2223 0.21
C -5.8051 -3.0832 -0.5965 -0.25
C -0.3420 1.3094 -0.9297 -0.30
C 0.9510 1.4010 -1.6405 0.64
C -2.5585 0.1733 -0.7388 -0.08
C -4.6512 -1.0321 -0.8171 0.25
C -4.3482 0.7133 0.8225 0.27
C 7.0601 -3.3144 0.8398 -0.63
C 3.1048 1.3505 1.0121 -0.24
C 6.2666 -2.5652 -0.2202 -0.08
C 2.0802 2.3150 0.4027 -0.22
C 3.2342 2.1970 -1.6882 -0.23
C 4.2501 1.2343 -1.0747 -0.24
C -5.8953 1.4242 2.5392 -0.24
H 6.5933 -3.1853 1.8132 0.22
H -0.5647 2.0446 -0.1737 0.20
H -6.7254 1.7641 1.9148 0.17
H -6.0908 0.4048 2.8767 0.19
H 5.2280 -2.9114 -0.2317 0.20
H 3.5899 3.2254 -1.5728 0.20
H -6.4081 -3.7379 -1.2233 0.19
H -3.0195 -1.4259 -2.1098 0.23
H 3.9080 0.2005 -1.2501 0.18
H 1.1259 2.1867 0.9082 0.21
H 6.4158 1.1708 0.4936 0.22
H 8.0793 -2.9379 0.8831 0.21
H 7.0817 -4.3729 0.5976 0.22
H -6.3965 -2.7433 0.2568 0.19
H 2.7299 0.3189 0.9180 0.19
H -0.9401 -0.3027 -2.0789 0.23
H 5.5068 1.1316 2.0311 0.22
H -7.3394 -0.6819 -1.2415 0.19
H 6.7125 -2.6884 -1.2092 0.19
H -2.4661 1.6606 0.8191 0.22
H -8.4257 -0.3582 0.1364 0.19
H 5.2225 1.3660 -1.5530 0.21
H 2.4313 3.3431 0.5469 0.20
H -5.8031 2.0851 3.4014 0.19
H -7.4409 0.9588 -0.5576 0.17
H 3.0816 1.9692 -2.7437 0.25
H 3.2322 1.5765 2.0726 0.21
H -4.9310 -3.6319 -0.2299 0.18
```

DFT (wB97M-V/def2-TZVPD) results for C24H33N2O5P2ReS as an isolated structure in a non-equilibrium geometry.

Computed properties:
E_LUMO (spin up / spin down): -0.098 / -0.175 Eh
total charge: +1
2S+1: 4
frontier orbital gap (spin up / spin down): 0.29175 / 0.25048 hartree
<S²>: 3.7758
E_HOMO (spin up / spin down): -0.38981 / -0.42503 hartree

Geometry as XYZ:
```
68
Properties=species:S:1:pos:R:3:nbo_charge:R:1
Re 0.1180 -0.0638 0.0324 0.65
S 1.8894 3.4085 3.9160 2.30
P 2.3774 0.2495 0.0937 1.17
P -2.1373 -0.0458 -0.3443 0.98
O 2.9739 2.6564 4.5187 -0.91
O 0.4815 -0.6938 -2.3101 -1.03
O -0.1818 1.2794 1.5748 -0.74
O 2.0381 4.8278 3.7990 -0.90
O -1.8601 -0.9093 -4.1619 -0.92
N 0.1161 1.7389 -1.2398 -0.52
N 1.4274 2.6905 2.4740 -0.85
C -2.0215 2.0400 5.6373 -0.20
C 1.3321 3.4448 -2.2642 -0.24
C 0.2542 2.0650 2.5103 0.64
C -2.2547 1.2859 -1.7095 -0.76
C 1.2550 2.4412 -1.3137 0.28
C -0.9578 3.1150 -2.8632 -0.24
C 3.2258 0.2193 1.6551 -0.98
C -3.2624 0.8509 0.8380 -0.90
C -0.5694 -2.4806 3.6961 -0.19
C -1.7034 1.8588 4.2755 -0.19
C 0.2314 3.8223 -3.0190 -0.12
C 0.3671 2.9685 4.6867 -0.32
C 0.0732 3.1600 6.0436 -0.16
C -1.1504 2.6812 6.5264 -0.18
C 3.4946 -0.5163 -1.1082 -0.95
C -1.0020 2.1257 -1.8808 0.26
C -3.2410 -1.4173 -0.9004 -0.92
C -0.4623 2.3103 3.7970 -0.08
C -0.0189 -3.7192 3.3429 -0.19
C -0.2485 -1.6443 1.4337 -0.32
C 0.2970 -2.8981 1.0648 -0.17
C 2.3694 2.0525 -0.3934 -0.79
C 0.4119 -3.9098 2.0257 -0.23
C -0.6894 -1.4425 2.7586 -0.24
H -4.2829 0.9439 0.3961 0.25
H 4.3074 0.1525 1.5055 0.26
H -4.3072 -1.1033 -0.9061 0.25
H 1.4512 -1.2286 -0.3566 0.06
H 2.8994 -0.6599 2.2113 0.27
H 2.3008 2.6390 0.5419 0.33
H -2.3800 1.3830 3.5686 0.22
H -2.3922 0.7198 -2.6077 0.27
H 3.3092 2.2602 -0.9090 0.25
H -0.4464 -0.5825 -1.8709 0.47
H 0.6251 -3.0502 0.0287 0.20
H -1.6536 -0.1842 -4.8976 0.47
H -3.2312 0.1990 1.7310 0.24
H -0.9219 -2.3174 4.7131 0.22
H 3.6305 -1.5502 -0.7796 0.25
H 0.7744 3.6634 6.6983 0.24
H 0.2910 4.6380 -3.7327 0.24
H -2.9710 1.6551 6.0033 0.23
H 2.9793 -0.5289 -2.0731 0.25
H 0.0611 -4.5275 4.0767 0.23
H 4.4562 -0.0002 -1.1610 0.25
H -1.1221 -0.4753 3.0453 0.22
H -3.1983 1.8577 -1.6255 0.26
H 0.7800 -1.3259 -3.0862 0.54
H -2.7899 1.8346 1.0532 0.25
H -1.4317 2.8071 7.5784 0.24
H 0.8288 -4.8668 1.7230 0.22
H -2.8970 -1.7406 -1.9001 0.27
H -1.9021 3.3357 -3.3682 0.24
H 2.3016 3.9027 -2.3472 0.24
H -3.0748 -2.2228 -0.1626 0.26
H -1.1274 -0.5285 -3.6755 0.45
H 3.0002 1.1002 2.2640 0.31
```

DFT (wB97M-V/def2-TZVPD) results for a 15-piece molecular cluster, F6H28O14P overall in a non-equilibrium geometry.

Computed properties:
E_LUMO: 0.074 Eh
total charge: -1
2S+1: 1
frontier orbital gap: 0.40470 hartree
E_HOMO: -0.33109 hartree

Geometry as XYZ:
```
49
Properties=species:S:1:pos:R:3:nbo_charge:R:1
P 16.5532 22.1956 -11.2077 2.59
F 15.9020 21.7086 -9.7744 -0.59
F 16.3300 20.6463 -11.6928 -0.59
F 18.0444 21.7950 -10.6968 -0.60
F 15.0344 22.7193 -11.7628 -0.61
F 17.1963 22.7836 -12.5921 -0.60
F 16.7543 23.7544 -10.7328 -0.60
O 15.3579 15.0821 -12.2546 -0.94
O 18.6514 27.7118 -7.5258 -0.94
O 20.5370 22.2197 -5.2669 -0.94
O 11.4591 20.7560 -6.6515 -0.93
O 13.6360 19.6229 -16.8456 -0.95
O 14.1347 23.5274 -4.4686 -0.94
O 14.0360 26.9045 -7.1624 -0.94
O 20.6042 17.9815 -11.9290 -0.94
O 9.8030 21.7953 -12.0046 -0.94
O 21.6776 25.2630 -9.2862 -0.95
O 20.9246 22.4535 -15.6660 -0.94
O 13.3701 23.6080 -16.4881 -0.95
O 17.7526 18.3249 -6.9313 -0.94
O 17.7324 27.0538 -15.1243 -0.93
H 9.5964 20.8710 -12.1432 0.47
H 19.9072 18.5976 -11.7034 0.48
H 18.5585 18.6248 -7.3517 0.47
H 21.1781 25.9111 -8.7896 0.47
H 11.2312 21.3671 -7.3521 0.47
H 13.8557 20.5264 -17.0727 0.48
H 20.8197 22.4166 -6.1599 0.47
H 20.7688 21.5273 -15.4811 0.47
H 18.0781 26.9987 -16.0152 0.46
H 21.3556 18.2688 -11.4102 0.46
H 13.8542 26.1589 -7.7344 0.48
H 20.0755 22.8724 -15.5257 0.47
H 13.9548 22.8257 -5.0942 0.47
H 18.4412 26.7257 -14.5711 0.47
H 17.1444 19.0577 -7.0281 0.47
H 15.6746 15.9853 -12.2668 0.48
H 13.5021 19.6394 -15.8979 0.47
H 21.0687 24.9528 -9.9565 0.48
H 10.7536 21.8463 -12.1046 0.48
H 19.8724 22.8811 -5.0741 0.47
H 10.6210 20.3872 -6.3726 0.46
H 13.9859 24.1816 -16.9442 0.47
H 13.4602 23.8449 -15.5650 0.48
H 15.0044 14.9398 -13.1326 0.46
H 13.2501 27.4480 -7.2195 0.47
H 17.7875 27.3456 -7.3364 0.48
H 13.9643 24.3333 -4.9562 0.47
H 18.9001 28.1682 -6.7220 0.46
```

DFT (wB97M-V/def2-TZVPD) results for C24H54B2N2O12S as an isolated structure in a non-equilibrium geometry.

Computed properties:
E_LUMO: -0.032 Eh
2S+1: 1
frontier orbital gap: 0.30824 hartree
E_HOMO: -0.34015 hartree

Geometry as XYZ:
```
95
Properties=species:S:1:pos:R:3:lowdin_charge:R:1
S 1.9018 -1.0734 -1.6316 1.03
O 8.6057 4.1513 -4.8350 -0.08
O 1.3700 1.9539 0.7922 -0.11
O -3.4630 -1.5525 0.9987 0.17
O -4.5668 -7.4315 3.6235 -0.09
O -0.2951 -4.1091 4.2551 -0.11
O 4.3395 1.5891 -3.2746 -0.11
O -4.1874 3.7706 0.4244 -0.09
O -2.8658 1.0851 1.1885 0.12
O -3.3556 -3.7677 3.0311 0.07
O 1.4890 2.2898 -4.1237 -0.10
O -5.1939 -0.2890 -0.0247 0.18
O -4.7392 -2.4849 -0.8738 0.19
N 0.6935 -0.2026 -1.0761 -0.23
N 1.3836 -2.5729 -1.3387 -0.21
C -1.8208 -3.1441 0.2902 -0.12
C -2.5371 -4.2939 2.3255 -0.23
C -5.0804 3.6731 1.5300 -0.32
C 0.1881 -2.3984 -0.7538 -0.35
C -1.3094 2.0263 -0.5983 -0.13
C 6.4205 1.0384 -2.1632 -0.08
C -5.8531 -7.2041 4.1974 -0.32
C 1.9795 2.0101 2.0779 -0.30
C -2.6749 -4.2773 0.8154 -0.07
C 2.4822 1.3329 -6.1240 -0.09
C -0.6369 -3.4634 -0.3059 0.06
C 3.4081 1.4962 2.0343 -0.09
C 0.7873 -3.5122 4.9693 -0.31
C -1.1168 1.7597 -2.1221 -0.11
C -2.2234 -1.7648 0.4228 -0.14
C 5.0055 1.5648 -2.0153 -0.31
C 0.3680 -3.1056 6.3693 -0.09
C -6.3569 -5.8104 3.8766 -0.09
C 6.7184 5.6594 -4.5636 -0.09
C -1.4636 -0.6961 0.0185 0.07
C -5.4091 5.0398 2.1027 -0.09
C -0.2176 -1.0523 -0.5893 -0.29
C 7.3190 4.3039 -4.2404 -0.33
C 1.5758 2.4016 -5.5393 -0.31
B -1.9147 0.8305 0.2129 -0.39
B -4.4407 -1.4657 0.0201 -0.74
H 3.9995 2.0818 1.3291 0.07
H -3.3790 4.1859 0.7397 0.08
H 0.5634 2.3000 -5.9284 0.11
H -2.3499 -5.2210 0.3879 0.12
H 9.1737 4.8449 -4.4873 0.08
H 6.9390 1.0297 -1.2032 0.08
H 3.8777 1.5516 3.0179 0.07
H -0.3429 2.3473 -0.1717 0.09
H 1.2021 -2.6621 6.9150 0.07
H -4.6292 3.0344 2.2967 0.11
H -1.6809 -4.7705 2.8263 0.11
H -0.3363 -4.4903 -0.4358 0.13
H -0.4475 -2.3798 6.3322 0.07
H -6.5217 -7.9607 3.7896 0.11
H 1.9578 3.0512 2.3972 0.11
H -5.8557 5.6755 1.3373 0.07
H 6.6869 3.5065 -4.6288 0.11
H 7.3578 6.4638 -4.1918 0.07
H 6.6317 5.7871 -5.6428 0.08
H 7.4119 4.1708 -3.1563 0.10
H -1.0043 -3.4566 4.2097 0.06
H 3.4926 1.4236 -5.7184 0.06
H -5.7911 -7.3499 5.2812 0.11
H 6.9823 1.6582 -2.8621 0.06
H -7.3456 -5.6382 4.3054 0.07
H 1.9456 3.3995 -5.7997 0.11
H -3.7677 1.0162 0.8490 0.08
H -4.2927 -2.3425 -1.7159 0.12
H -0.0667 1.6987 -2.3637 0.03
H 4.3180 0.6885 -3.6132 0.08
H 0.0064 -3.9720 6.9236 0.08
H -1.6838 0.9113 -2.5081 0.07
H -6.4124 -5.6657 2.7971 0.07
H -1.4852 2.6383 -2.6516 0.07
H 2.1135 0.3398 -5.8624 0.08
H -3.7319 -4.1528 0.6096 0.11
H 1.3831 1.4216 2.7845 0.11
H 6.4173 0.0220 -2.5645 0.08
H 3.4333 0.4567 1.6960 0.07
H -3.9674 -6.7735 3.9896 0.07
H 1.5867 -4.2503 5.0078 0.11
H 1.1484 -2.6429 4.4096 0.11
H 2.5355 1.4129 -7.2112 0.07
H -4.5021 5.5393 2.4515 0.07
H -5.9838 3.1851 1.1653 0.11
H 1.3703 1.0368 0.4933 0.03
H -5.0604 0.0951 -0.9002 0.12
H 2.3805 2.3885 -3.7664 0.05
H -5.6705 -5.0567 4.2686 0.07
H 4.4317 0.9436 -1.3189 0.09
H 5.7293 5.7681 -4.1159 0.07
H 5.0148 2.5846 -1.6328 0.12
H -1.9923 2.8641 -0.4828 0.08
H -6.1033 4.9582 2.9406 0.07
```

Record-wise E_tot values, in eV: -9860.474; -49166.413; -36458.088; -70174.582; -54721.326; -65503.998